Entry 1:
Here is the ion C3H3F2O3 with charge -1 at a distorted geometry from the Open Molecules 2025 dataset. Energies are from the ωB97M-V functional and the def2-TZVPD basis.

The total charge is -1. As for the HOMO-LUMO gap: 8.119 eV. The total energy comes out at -14738.304 eV. As for the SMILES: O=C([O-])[C@H](F)[C@H](O)F. The LUMO energy comes out at 0.1376 Ha. The energy above the lowest of the compared OMol25 structures with the same formula, charge and spin comes out at 0.517 eV.

Last column: natural (NBO) charge in e.
Geometry (Å):
F1 1.77 0.38 0.39  -0.399
F2 0.35 0.60 -1.87  -0.389
O1 -0.95 2.85 0.28  -0.772
O2 1.25 3.13 0.77  -0.720
O3 -0.02 -1.19 -0.81  -0.742
C1 0.42 0.86 0.47  0.007
C2 -0.27 0.15 -0.69  0.438
C3 0.24 2.55 0.46  0.789
H1 -1.40 0.20 -0.61  0.156
H2 -0.16 0.48 1.30  0.153
H3 0.88 -1.38 -1.13  0.481



Entry 2:
Here is the ion C3H3F2OS with charge -1 at a distorted geometry from the Open Molecules 2025 dataset. Energies are from the ωB97M-V functional and the def2-TZVPD basis.

The total charge is -1. As for the HOMO-LUMO gap (alpha / beta): 3.287 / 6.152 eV. The spin multiplicity is 3. The total energy comes out at -21474.618 eV. The LUMO energy (alpha / beta) comes out at 0.1324 / 0.0843 Ha.

Last column: natural (NBO) charge in e.
Geometry (Å):
S1 0.46 1.91 2.30  0.006
F1 -1.25 2.02 -0.72  -0.377
F2 0.78 1.72 -1.49  -0.377
O1 1.10 3.69 0.51  -0.716
C1 0.59 2.63 0.81  -0.060
C2 -0.03 1.55 -0.38  0.567
C3 -0.09 0.14 -0.04  -0.711
H1 -1.13 -0.26 -0.04  0.213
H2 0.34 -0.21 1.01  0.230
H3 0.34 -0.38 -0.98  0.225



Entry 3:
Here is the ion C3H3F3N3 with charge +1 at a distorted geometry from the Open Molecules 2025 dataset. Energies are from the ωB97M-V functional and the def2-TZVPD basis.

The total charge is +1. As for the HOMO-LUMO gap (alpha / beta): 7.024 / 6.749 eV. The total energy comes out at -15769.513 eV. The LUMO energy (alpha / beta) comes out at -0.3451 / -0.3496 Ha. The energy above the lowest of the compared OMol25 structures with the same formula, charge and spin comes out at 4.320 eV.

Last column: natural (NBO) charge in e.
Geometry (Å):
F1 2.23 1.83 0.59  -0.260
F2 0.47 2.33 -0.56  -0.268
F3 1.89 0.91 -1.34  -0.267
N1 0.61 0.31 0.38  -0.223
N2 -1.29 -0.54 -1.12  -0.338
N3 -0.80 -1.33 1.02  -0.375
C1 -1.44 -1.26 -0.11  0.255
C2 0.24 -0.52 1.25  0.331
C3 1.31 1.35 -0.24  1.075
H1 -1.71 -0.39 -2.03  0.458
H2 0.72 -0.65 2.23  0.286
H3 -2.24 -2.03 -0.07  0.326



Entry 4:
Here is a cluster of 2 separate species, C3H3F6N in total at a distorted geometry from the Open Molecules 2025 dataset. Energies are from the ωB97M-V functional and the def2-TZVPD basis.

As for the HOMO-LUMO gap: 10.626 eV. The total energy comes out at -20953.030 eV. The LUMO energy comes out at 0.0264 Ha. The energy above the lowest of the compared OMol25 structures with the same formula, charge and spin comes out at 2.013 eV.

Last column: natural (NBO) charge in e.
Geometry (Å):
F1 0.74 2.21 -0.36  -0.364
F2 -0.95 1.38 0.67  -0.310
F3 0.47 -0.81 2.49  -0.320
F4 -0.52 -2.73 2.20  -0.314
F5 0.47 -1.93 0.55  -0.347
F6 -1.27 2.42 -1.25  -0.318
N1 0.76 0.19 -1.71  -0.706
C1 -0.49 1.57 -0.55  0.853
C2 -0.22 -1.59 1.65  0.870
C3 -0.44 0.23 -1.24  0.040
H1 1.00 -0.75 -2.06  0.401
H2 -1.04 -1.09 1.31  0.109
H3 1.50 0.89 -1.72  0.405



Entry 5:
Here is a cluster of 2 separate species, C3H3F6P in total at a distorted geometry from the Open Molecules 2025 dataset. Energies are from the ωB97M-V functional and the def2-TZVPD basis.

As for the HOMO-LUMO gap: 9.487 eV. The total energy comes out at -28751.807 eV. The LUMO energy comes out at -0.0305 Ha. The energy above the lowest of the compared OMol25 structures with the same formula, charge and spin comes out at 3.239 eV.

Last column: natural (NBO) charge in e.
Geometry (Å):
P1 1.32 -0.81 0.13  2.217
F1 0.42 1.58 -0.57  -0.321
F2 2.41 0.35 0.48  -0.542
F3 -0.52 1.13 1.33  -0.336
F4 -1.47 2.36 -0.06  -0.320
F5 2.47 -1.87 0.33  -0.556
F6 1.60 -0.57 -1.40  -0.544
C1 -0.74 1.25 0.02  0.904
C2 -0.11 -1.61 0.45  -0.790
C3 -1.36 0.04 -0.49  -0.390
H1 -2.15 -0.33 -0.02  0.224
H2 -1.21 0.11 -1.54  0.234
H3 -0.64 -1.63 1.35  0.221



Entry 6:
Here is a structure of composition C3H3FGaO3 at a distorted geometry from the Open Molecules 2025 dataset. Energies are from the ωB97M-V functional and the def2-TZVPD basis.

The total charge is +1. As for the HOMO-LUMO gap (alpha / beta): 7.205 / 5.506 eV. The total energy comes out at -64383.129 eV. The LUMO energy (alpha / beta) comes out at -0.2824 / -0.2839 Ha.

Last column: Mulliken charge in e.
Geometry (Å):
Ga1 1.87 0.78 0.27  0.679
F1 2.43 -0.35 -0.88  -0.230
O1 0.51 1.97 0.11  -0.070
O2 0.73 -0.42 1.21  -0.309
O3 -1.44 0.95 0.24  -0.226
C1 -0.02 -1.19 0.30  0.304
C2 -0.95 -0.39 -0.53  -0.482
C3 -0.55 1.80 0.79  0.284
H1 -0.29 -2.20 0.61  0.366
H2 -0.41 0.01 -1.40  0.341
H3 -1.87 -0.96 -0.71  0.344



Entry 7:
Here is the molecule C3H3FN2O at a distorted geometry from the Open Molecules 2025 dataset. Energies are from the ωB97M-V functional and the def2-TZVPD basis.

As for the HOMO-LUMO gap: 10.365 eV. The total energy comes out at -10899.153 eV. As for the SMILES: [O-][N+]1=N[C@H]1/C=C/F. The LUMO energy comes out at 0.0221 Ha. The energy above the lowest of the compared OMol25 structures with the same formula, charge and spin comes out at 5.735 eV.

Last column: natural (NBO) charge in e.
Geometry (Å):
F1 -2.53 0.66 -0.53  -0.320
O1 1.44 -1.10 -1.49  -0.362
N1 1.38 -0.38 -0.54  0.361
N2 1.50 0.75 -0.05  -0.210
C1 -1.18 0.63 -0.40  0.280
C2 0.72 -0.21 0.72  -0.021
C3 -0.72 -0.10 0.57  -0.324
H1 -1.30 -0.63 1.22  0.224
H2 -0.56 1.05 -1.03  0.171
H3 1.25 -0.66 1.53  0.201



Entry 8:
Here is a cluster of 2 separate species, C3H3FN2O in total at a distorted geometry from the Open Molecules 2025 dataset. Energies are from the ωB97M-V functional and the def2-TZVPD basis.

As for the HOMO-LUMO gap (alpha / beta): 8.578 / 8.577 eV. The total energy comes out at -10896.743 eV. The LUMO energy (alpha / beta) comes out at -0.0541 / -0.0541 Ha. The energy above the lowest of the compared OMol25 structures with the same formula, charge and spin comes out at 8.145 eV.

Last column: natural (NBO) charge in e.
Geometry (Å):
F1 -4.46 -0.76 0.06  -0.160
O1 -4.14 0.55 -0.08  -0.165
N1 0.03 1.27 0.09  -0.314
N2 -1.25 1.62 0.05  -0.309
C1 -1.06 -0.65 -0.12  -0.419
C2 -1.84 0.48 -0.08  0.479
C3 0.20 -0.07 0.00  -0.024
H1 1.16 -0.53 0.02  0.228
H2 0.74 1.98 0.19  0.421
H3 -1.33 -1.67 -0.21  0.264